# 1
{
  "formula": "C25H30F3O7Os",
  "method": "ωB97M-V with the def2-TZVPD basis set",
  "mol_weight_g_mol": 689.73,
  "spin_multiplicity": 5,
  "de_lowest_kcal_mol": 14.87,
  "s_squared": 6.022,
  "homo_energy_ev": [-1.16, -3.62],
  "charge": -1,
  "symbols": ["C", "C", "C", "C", "H", "H", "C", "H", "H", "C", "H", "H", "C", "C", "C", "O", "O", "O", "O", "C", "H", "H", "H", "C", "H", "H", "H", "O", "H", "H", "C", "C", "H", "H", "H", "H", "H", "H", "Os", "C", "C", "C", "H", "C", "C", "H", "H", "H", "H", "C", "C", "C", "H", "C", "C", "H", "H", "H", "H", "F", "C", "F", "F", "C", "O", "O"],
  "coordinates": [[0.389, -0.614, -3.370], [0.141, -1.366, -2.048], [-0.011, 0.851, -3.157], [-0.887, 0.899, -1.863], [-0.585, 1.215, -4.019], [0.908, 1.447, -3.051], [-1.003, -0.644, -1.368], [1.026, -1.233, -1.411], [-0.048, -2.438, -2.233], [-1.288, -1.048, 0.101], [-1.905, -0.992, -1.899], [-1.913, 1.231, -2.136], [-0.375, 1.906, -0.941], [1.830, -0.806, -3.833], [-0.372, -1.181, -4.560], [-0.906, -0.515, -5.432], [2.791, -0.806, -3.075], [1.919, -0.910, -5.168], [-0.362, -2.521, -4.573], [-0.990, -3.038, -5.746], [-0.906, -4.119, -5.641], [-0.448, -2.668, -6.625], [-2.034, -2.704, -5.776], [3.236, -1.118, -5.677], [3.921, -0.352, -5.289], [3.120, -1.040, -6.757], [3.590, -2.118, -5.394], [-0.480, -0.539, 1.145], [-1.205, -2.150, 0.192], [-2.353, -0.772, 0.244], [-1.307, 2.634, -0.057], [1.083, 2.043, -0.698], [1.442, 2.814, -1.413], [1.641, 1.100, -0.912], [1.265, 2.377, 0.351], [-0.900, 2.755, 0.962], [-2.271, 2.114, 0.076], [-1.515, 3.634, -0.491], [-0.314, -0.386, 3.101], [-1.774, -0.088, 4.683], [-2.431, -0.076, 3.414], [-2.257, -1.365, 2.828], [-2.912, 0.776, 2.966], [-1.405, -2.123, 3.663], [-1.145, -1.346, 4.841], [-0.606, -1.656, 5.725], [-1.726, 0.727, 5.389], [-2.669, -1.704, 1.893], [-1.049, -3.125, 3.448], [2.028, 0.551, 3.250], [1.489, -0.299, 4.278], [1.268, -1.598, 3.680], [1.421, -0.058, 5.333], [1.495, -1.475, 2.278], [2.028, -0.163, 2.038], [2.454, 0.182, 1.097], [2.395, 1.562, 3.414], [1.064, -2.524, 4.200], [1.319, -2.258, 1.539], [-0.361, 4.800, 5.272], [-0.520, 4.210, 4.064], [-1.791, 4.464, 3.629], [0.351, 4.791, 3.183], [-0.253, 2.652, 4.123], [0.085, 2.172, 5.206], [-0.423, 2.029, 3.010]]
}

# 2
{
  "formula": "C25H30FN5O3",
  "method": "ωB97M-V with the def2-TZVPD basis set",
  "mol_weight_g_mol": 467.55,
  "de_lowest_kcal_mol": 1.29,
  "homo_energy_ev": -7.52,
  "symbols": ["C", "O", "C", "C", "C", "C", "C", "N", "O", "C", "C", "C", "C", "O", "N", "C", "C", "C", "N", "C", "C", "N", "C", "C", "C", "C", "F", "C", "C", "C", "C", "N", "C", "C", "H", "H", "H", "H", "H", "H", "H", "H", "H", "H", "H", "H", "H", "H", "H", "H", "H", "H", "H", "H", "H", "H", "H", "H", "H", "H", "H", "H", "H", "H"],
  "coordinates": [[-6.140, -1.330, -0.681], [-5.206, -1.474, 0.363], [-3.894, -1.586, 0.066], [-3.359, -1.593, -1.222], [-1.997, -1.724, -1.405], [-1.147, -1.864, -0.313], [0.277, -2.022, -0.483], [0.938, -1.838, -1.600], [2.247, -2.079, -1.286], [2.278, -2.396, 0.018], [3.553, -2.701, 0.706], [3.958, -1.563, 1.656], [4.844, -0.473, 1.063], [5.619, 0.140, 1.771], [4.745, -0.271, -0.265], [5.544, 0.728, -0.936], [4.711, 1.904, -1.445], [3.841, 2.508, -0.337], [2.538, 1.860, -0.281], [1.631, 2.405, -1.274], [0.317, 1.627, -1.302], [-0.302, 1.666, 0.005], [-1.672, 1.637, 0.154], [-2.272, 1.765, 1.417], [-3.641, 1.828, 1.570], [-4.452, 1.781, 0.452], [-5.798, 1.860, 0.591], [-3.904, 1.653, -0.807], [-2.534, 1.565, -0.950], [0.602, 1.172, 1.022], [1.904, 1.973, 1.019], [1.102, -2.372, 0.556], [-1.682, -1.856, 0.977], [-3.035, -1.712, 1.163], [-5.947, -0.428, -1.268], [-6.142, -2.204, -1.340], [-7.110, -1.238, -0.196], [-3.997, -1.497, -2.085], [-1.577, -1.730, -2.399], [3.391, -3.605, 1.296], [4.334, -2.893, -0.030], [4.514, -1.971, 2.502], [3.060, -1.090, 2.062], [3.977, -0.657, -0.791], [6.278, 1.075, -0.204], [6.073, 0.259, -1.773], [5.391, 2.660, -1.839], [4.073, 1.564, -2.262], [3.731, 3.594, -0.492], [4.341, 2.360, 0.622], [2.094, 2.346, -2.260], [1.411, 3.468, -1.061], [-0.328, 2.110, -2.034], [0.507, 0.592, -1.620], [-1.667, 1.836, 2.306], [-4.082, 1.925, 2.549], [-4.546, 1.620, -1.675], [-2.147, 1.425, -1.945], [0.148, 1.235, 2.007], [0.841, 0.118, 0.827], [2.579, 1.570, 1.777], [1.681, 3.026, 1.271], [-1.018, -1.966, 1.820], [-3.467, -1.699, 2.150]]
}

# 3
{
  "formula": "C25H30N3O2",
  "method": "ωB97M-V with the def2-TZVPD basis set",
  "mol_weight_g_mol": 404.53,
  "de_lowest_kcal_mol": 50.89,
  "homo_energy_ev": -10.73,
  "charge": 1,
  "symbols": ["C", "N", "C", "C", "C", "N", "C", "C", "C", "N", "C", "H", "H", "H", "H", "H", "H", "H", "H", "H", "H", "H", "H", "H", "H", "H", "C", "C", "C", "C", "O", "C", "C", "C", "C", "C", "C", "C", "C", "O", "C", "C", "C", "C", "C", "H", "H", "H", "H", "H", "H", "H", "H", "H", "H", "H", "H", "H", "H", "H"],
  "coordinates": [[-2.035, 1.670, 3.228], [-1.440, 0.397, 2.932], [-2.306, -0.735, 3.136], [-1.771, -1.909, 2.363], [-0.360, -2.167, 2.787], [0.440, -0.960, 2.762], [1.857, -1.248, 2.866], [2.609, -0.017, 3.260], [2.057, 1.186, 2.536], [0.650, 1.419, 2.698], [-0.079, 0.309, 2.785], [-1.304, 2.420, 2.951], [-2.945, 1.814, 2.629], [-2.287, 1.770, 4.297], [-2.363, -0.970, 4.215], [-3.307, -0.444, 2.796], [-2.386, -2.787, 2.574], [-1.826, -1.711, 1.289], [-0.347, -2.579, 3.807], [0.105, -2.915, 2.138], [2.006, -2.059, 3.592], [2.209, -1.635, 1.897], [2.529, 0.143, 4.336], [3.665, -0.155, 3.022], [2.573, 2.066, 2.913], [2.315, 1.094, 1.462], [-4.555, 4.459, -0.942], [-4.196, 4.527, 0.547], [-2.696, 4.478, 0.541], [-2.279, 4.526, -0.815], [-3.299, 4.528, -1.714], [-0.915, 4.538, -1.155], [0.002, 4.423, -0.142], [-0.374, 4.154, 1.218], [0.574, 3.729, 2.201], [1.938, 4.218, 2.161], [2.482, 4.928, 3.270], [3.827, 5.260, 3.271], [4.643, 4.875, 2.176], [5.961, 5.176, 2.326], [6.103, 5.857, 3.623], [4.709, 5.976, 4.248], [4.126, 4.185, 1.067], [2.788, 3.884, 1.067], [-1.761, 4.339, 1.544], [-5.044, 3.511, -1.201], [-5.184, 5.294, -1.269], [-4.567, 5.462, 0.988], [-4.648, 3.697, 1.103], [-0.635, 4.630, -2.200], [1.056, 4.500, -0.399], [0.211, 3.500, 3.196], [1.850, 5.190, 4.123], [6.783, 5.254, 4.235], [6.561, 6.833, 3.422], [4.422, 7.031, 4.351], [4.684, 5.524, 5.247], [4.792, 3.907, 0.256], [2.377, 3.291, 0.244], [-2.098, 4.346, 2.586]]
}

# 4
{
  "formula": "C25H30N3O4P",
  "method": "ωB97M-V with the def2-TZVPD basis set",
  "mol_weight_g_mol": 467.51,
  "de_lowest_kcal_mol": 33.98,
  "homo_energy_ev": -7.33,
  "symbols": ["C", "C", "C", "C", "C", "C", "C", "N", "C", "C", "C", "C", "O", "C", "O", "C", "C", "C", "N", "C", "C", "P", "C", "C", "H", "H", "H", "H", "H", "H", "H", "H", "H", "H", "H", "H", "H", "H", "H", "H", "H", "H", "H", "H", "H", "H", "H", "H", "H", "O", "N", "O", "C", "C", "C", "C", "C", "C", "H", "H", "H", "H", "H"],
  "coordinates": [[-0.822, 1.487, -2.588], [-0.268, 0.548, -3.457], [0.488, -0.718, -3.026], [-0.308, -1.946, -3.649], [-1.177, -2.690, -2.623], [-2.347, -1.849, -2.015], [-2.283, -1.740, -0.444], [-2.502, -0.336, -0.071], [-3.636, 0.404, -0.234], [-3.388, 1.673, 0.219], [-2.036, 1.725, 0.714], [-1.566, 0.445, 0.513], [0.582, -0.813, -1.597], [1.570, -1.626, -1.124], [1.783, -2.756, -1.498], [2.412, -1.068, 0.001], [3.457, -1.802, 0.574], [4.199, -1.243, 1.601], [4.051, -0.052, 2.198], [3.018, 0.593, 1.642], [2.209, 0.192, 0.591], [2.201, -0.547, -3.833], [1.968, 0.008, -5.609], [2.875, 0.999, -3.013], [-0.370, 2.462, -2.358], [-1.801, 1.287, -2.127], [-0.346, 0.718, -4.544], [0.460, -2.636, -4.044], [-0.891, -1.573, -4.501], [-1.629, -3.539, -3.163], [-0.614, -3.130, -1.791], [-3.286, -2.390, -2.229], [-2.437, -0.860, -2.478], [-3.023, -2.388, 0.038], [-1.250, -1.947, -0.142], [-4.542, -0.011, -0.665], [-4.088, 2.504, 0.197], [-1.480, 2.555, 1.137], [-0.587, 0.021, 0.717], [3.684, -2.805, 0.214], [5.027, -1.850, 1.990], [2.794, 1.572, 2.088], [1.418, 0.850, 0.225], [1.754, 1.088, -5.562], [1.105, -0.530, -6.019], [2.902, -0.159, -6.152], [2.703, 0.881, -1.935], [3.925, 1.172, -3.263], [2.224, 1.835, -3.326], [-3.018, 2.576, 7.116], [-2.615, 2.677, 5.974], [-3.066, 3.444, 5.148], [-1.505, 1.806, 5.562], [-0.988, 0.893, 6.466], [0.044, 0.058, 6.067], [0.549, 0.144, 4.776], [0.028, 1.071, 3.884], [-1.006, 1.907, 4.277], [-1.378, 0.822, 7.471], [0.452, -0.664, 6.762], [1.352, -0.513, 4.464], [0.424, 1.139, 2.880], [-1.407, 2.623, 3.575]]
}

# 5
{
  "formula": "C25H30N4O",
  "method": "ωB97M-V with the def2-TZVPD basis set",
  "mol_weight_g_mol": 402.54,
  "de_lowest_kcal_mol": 23.45,
  "homo_energy_ev": -8.58,
  "symbols": ["C", "C", "C", "C", "C", "C", "C", "C", "O", "N", "C", "C", "C", "N", "N", "C", "C", "C", "N", "C", "C", "C", "C", "C", "C", "C", "C", "C", "C", "C", "H", "H", "H", "H", "H", "H", "H", "H", "H", "H", "H", "H", "H", "H", "H", "H", "H", "H", "H", "H", "H", "H", "H", "H", "H", "H", "H", "H", "H", "H"],
  "coordinates": [[-1.219, -2.141, -0.740], [-2.686, -2.332, -0.519], [-3.193, -3.578, -0.170], [-4.546, -3.776, 0.035], [-5.430, -2.720, -0.104], [-4.945, -1.468, -0.436], [-3.585, -1.266, -0.642], [-3.095, 0.096, -1.011], [-2.383, 0.335, -1.962], [-3.511, 1.057, -0.133], [-3.187, 2.418, -0.229], [-3.975, 3.466, -0.662], [-3.172, 4.597, -0.494], [-1.997, 4.268, 0.005], [-2.004, 2.950, 0.171], [-0.801, 2.324, 0.677], [0.034, 1.721, -0.455], [1.270, 1.039, 0.117], [0.895, 0.019, 1.083], [2.041, -0.791, 1.471], [2.309, -1.894, 0.439], [3.806, -2.174, 0.255], [4.510, -0.975, -0.316], [5.366, -0.205, 0.460], [5.968, 0.927, -0.062], [5.721, 1.306, -1.369], [4.875, 0.540, -2.155], [4.277, -0.591, -1.631], [0.224, 0.640, 2.209], [-1.088, 1.262, 1.737], [-1.049, -1.655, -1.698], [-0.780, -1.507, 0.031], [-0.706, -3.100, -0.732], [-2.511, -4.410, -0.064], [-4.913, -4.757, 0.298], [-6.489, -2.869, 0.044], [-5.634, -0.643, -0.565], [-4.175, 0.793, 0.580], [-4.974, 3.411, -1.044], [-3.401, 5.621, -0.711], [-0.236, 3.146, 1.132], [-0.562, 1.000, -1.012], [0.337, 2.512, -1.143], [1.833, 0.571, -0.691], [1.928, 1.796, 0.586], [2.937, -0.160, 1.587], [1.831, -1.244, 2.442], [1.804, -2.811, 0.745], [1.882, -1.593, -0.517], [3.922, -3.023, -0.422], [4.246, -2.443, 1.217], [5.567, -0.496, 1.482], [6.631, 1.516, 0.556], [6.187, 2.191, -1.776], [4.682, 0.826, -3.178], [3.621, -1.187, -2.251], [0.009, -0.129, 2.955], [0.854, 1.415, 2.685], [-1.702, 0.468, 1.314], [-1.617, 1.705, 2.583]]
}

# 6
{
  "formula": "C25H30N4O9S2",
  "method": "ωB97M-V with the def2-TZVPD basis set",
  "mol_weight_g_mol": 594.67,
  "de_lowest_kcal_mol": 0.00,
  "homo_energy_ev": -8.96,
  "symbols": ["C", "C", "C", "S", "C", "C", "C", "O", "N", "C", "C", "O", "O", "C", "O", "C", "O", "C", "N", "C", "O", "C", "N", "C", "O", "C", "N", "C", "C", "C", "C", "C", "C", "C", "S", "O", "O", "C", "C", "C", "H", "H", "H", "H", "H", "H", "H", "H", "H", "H", "H", "H", "H", "H", "H", "H", "H", "H", "H", "H", "H", "H", "H", "H", "H", "H", "H", "H", "H", "H"],
  "coordinates": [[-5.106, -2.816, 0.125], [-3.633, -2.872, 0.497], [-3.439, -3.115, 1.988], [-2.826, -4.279, -0.428], [-1.445, -3.252, -1.042], [-0.038, -3.407, -0.443], [-0.338, -2.089, 0.257], [0.242, -1.332, 0.988], [-1.564, -1.998, -0.344], [-2.871, -1.585, 0.079], [-3.475, -0.817, -1.089], [-3.327, -1.088, -2.245], [-4.113, 0.299, -0.657], [-4.201, 1.351, -1.583], [-2.928, 1.967, -1.605], [-2.765, 3.145, -0.985], [-3.662, 3.878, -0.684], [-1.290, 3.420, -0.703], [-0.442, 2.431, -1.322], [0.906, 2.487, -1.631], [1.598, 3.386, -2.001], [1.067, 0.993, -1.311], [2.114, 0.546, -0.464], [2.506, -0.752, -0.523], [2.198, -1.503, -1.425], [3.437, -1.149, 0.618], [3.196, -0.297, 1.768], [4.843, -0.969, 0.086], [5.479, -2.009, -0.579], [6.752, -1.834, -1.090], [7.402, -0.620, -0.939], [6.769, 0.420, -0.280], [5.492, 0.250, 0.225], [-0.363, 1.117, -0.739], [-0.588, 1.529, 1.052], [-1.762, 0.850, 1.532], [0.614, 1.423, 1.826], [-0.988, 3.353, 0.812], [-2.134, 3.687, 1.744], [0.257, 4.154, 1.150], [-5.608, -3.718, 0.469], [-5.229, -2.747, -0.953], [-5.575, -1.952, 0.592], [-3.838, -4.089, 2.261], [-2.382, -3.090, 2.246], [-3.953, -2.349, 2.564], [-1.514, -3.183, -2.128], [0.794, -3.360, -1.142], [0.077, -4.247, 0.237], [-2.782, -0.897, 0.927], [-4.408, 0.974, -2.591], [-4.965, 2.049, -1.230], [-1.035, 4.409, -1.100], [1.092, 0.367, -2.211], [2.271, 1.005, 0.429], [3.261, -2.223, 0.805], [3.792, -0.574, 2.541], [2.227, -0.373, 2.065], [4.970, -2.954, -0.702], [7.240, -2.648, -1.606], [8.397, -0.486, -1.335], [7.270, 1.370, -0.163], [4.990, 1.055, 0.740], [-1.126, 0.403, -1.034], [-1.761, 3.740, 2.764], [-2.587, 4.640, 1.479], [-2.899, 2.915, 1.707], [0.649, 3.826, 2.110], [1.039, 4.020, 0.407], [0.015, 5.213, 1.211]]
}